70
Properties=species:S:1:pos:R:3:lowdin_charge:R:1 method="wB97M-V/def2-TZVPD" multiplicity=3 e_lumo_ev="-3.91 / -6.20" s_squared=2.0064 charge=+1 homo_lumo_gap_ev="7.193 / 4.898" e_homo_ha="-0.408 / -0.408"
Pt -1.9466 -0.9750 -2.0925 1.3218
F -0.8998 -0.1941 -0.5841 -0.4927
Br 3.5149 0.5678 -1.4402 0.6586
C 2.3059 -0.9277 -1.3482 -0.7074
C 2.5877 -2.0618 -2.3158 -0.6820
Br 3.1307 -1.5408 -4.1136 0.6434
H 1.3234 -0.5140 -1.5562 0.0108
H 2.2130 -1.2830 -0.3244 0.0364
H 1.7398 -2.7474 -2.3799 0.0504
H 3.3490 -2.7723 -1.9944 0.0551
C -1.4331 3.0105 -0.6117 -0.3586
O -2.4538 3.3947 -1.1577 -0.0013
N -0.2898 3.6995 -0.4526 -0.1805
C 0.8848 3.1055 0.1383 -0.0612
C -0.2108 5.1181 -0.7707 -0.0318
H -1.3578 1.9798 -0.2273 0.1085
H 0.9193 2.0232 -0.0009 0.0594
H 0.9334 3.2540 1.2211 0.0916
H 1.7819 3.5073 -0.3324 0.0860
H 0.1487 5.6456 0.1147 0.0954
H 0.5515 5.2949 -1.5360 0.0823
H -1.1885 5.4409 -1.1128 0.0894
C -4.2554 -2.0379 0.2358 -0.2797
O -3.3775 -1.9320 -0.6318 -0.1751
N -4.1335 -1.6524 1.4906 -0.1460
C -5.1856 -1.6540 2.4916 -0.0220
C -2.9171 -1.0058 1.9524 -0.0319
H -5.2595 -2.4399 0.0498 0.1548
H -6.1403 -2.0610 2.1620 0.0961
H -5.3476 -0.6425 2.8586 0.1039
H -4.8507 -2.2890 3.3129 0.1016
H -2.1288 -0.9956 1.2047 0.0451
H -3.0249 0.0627 2.1706 0.1026
H -2.5253 -1.4315 2.8759 0.1024
C -0.0617 0.6580 -4.1991 -0.2547
O -0.8758 0.4117 -3.2785 -0.2125
N 0.0250 1.8725 -4.6981 -0.1363
C 1.0824 2.1412 -5.6665 -0.0177
C -0.4776 3.0338 -3.9940 -0.0059
H 0.6226 -0.0843 -4.6139 0.1014
H 0.5967 2.5581 -6.5497 0.1038
H 1.5904 1.2279 -5.9726 0.0878
H 1.8466 2.8305 -5.3104 0.1036
H -0.8874 3.8197 -4.6258 0.1101
H -1.2478 2.7649 -3.2756 0.0735
H 0.3049 3.5114 -3.3969 0.1001
C 0.3140 -2.8888 1.7715 -0.3457
O 0.0597 -2.2764 2.7918 0.0125
N 1.0857 -3.9923 1.7470 -0.1766
C 1.6039 -4.6485 0.5577 -0.0508
C 1.7407 -4.4679 2.9496 -0.0489
H -0.1874 -2.6660 0.8119 0.1323
H 2.6626 -4.8995 0.5633 0.0951
H 1.4332 -4.0339 -0.3297 0.0640
H 1.0357 -5.5755 0.4451 0.0965
H 1.1394 -4.2591 3.8314 0.0909
H 1.7943 -5.5603 2.9398 0.0933
H 2.7679 -4.1310 3.0973 0.0977
C -0.1141 0.8249 2.4911 -0.3753
O -1.0029 1.6046 2.7670 0.0243
N 1.1259 0.8226 3.0395 -0.1763
C 2.1607 0.0649 2.3638 -0.0643
C 1.4797 1.5188 4.2404 -0.0472
H -0.1181 0.0824 1.6788 0.0941
H 3.0311 0.6568 2.0546 0.0877
H 1.8165 -0.5033 1.5095 0.0451
H 2.6176 -0.5640 3.1375 0.0933
H 0.5874 1.6462 4.8592 0.0945
H 2.1865 1.0015 4.8875 0.0925
H 1.8040 2.5517 4.0796 0.0928

=====

14
Properties=species:S:1:pos:R:3:lowdin_charge:R:1 method="wB97M-V/def2-TZVPD" e_lumo_ev=7.54 charge=-3 homo_lumo_gap_ev=6.610 e_homo_ha=0.034
Ca -1.6437 -23.2568 -25.7758 0.7783
Cl -4.0487 -23.3772 -27.2939 -0.5962
Cl -0.2720 -24.3737 -27.8097 -0.5763
Cl -1.4256 -20.4587 -25.9498 -0.4262
O 0.4372 -21.0570 -23.3846 0.0341
C 0.7004 -22.3358 -23.3986 -1.0024
O 0.2560 -22.9523 -24.3010 -0.1061
O 1.2484 -22.8543 -22.4226 -0.0768
H 0.1252 -20.8182 -24.2604 -0.0427
O -4.0225 -25.4792 -23.1998 0.0996
C -3.1870 -24.7266 -23.8533 -0.9620
O -3.3457 -23.5434 -23.8688 -0.0678
O -2.1564 -25.1590 -24.4377 -0.1539
H -4.5671 -24.8294 -22.7496 0.0984

=====

Looking at relative energy (zero: lowest compared OMol25 entry of this formula, charge and spin) for the records above, in order, we have 0.0 65.9 kJ/mol.
Looking at DFT total energy for the records above, in order, we have -6687.99545 -2587.28498 Eh.